1.
A single C21H28N4O4S molecule at a distorted geometry, computed with ωB97M-V/def2-TZVPD.

Calculated values
**Lowest unoccupied orbital energy**: 0.025 Eh
**2S+1**: 1
**HOMO**: -8.4873 eV
**Energy above the lowest of the compared OMol25 structures with the same formula, charge and spin**: 1.8653 eV
**SMILES**: CC(C)CNC(=O)c1ccccc1NC(=O)CN(c1ccccc1)S(=O)(=O)N(C)C

The geometry in XYZ format:
```
58
C21H28N4O4S ωB97M-V/def2-TZVPD
C -4.5387 -3.6081 -0.2014
H -4.2492 -4.3869 -0.9026
C -3.7866 -2.3144 -0.5056
C -2.2793 -2.5507 -0.4777
H -1.9896 -3.2240 -1.2824
H -1.7279 -1.6191 -0.5892
H -1.9957 -3.0037 0.4709
H -4.0730 -1.9707 -1.5071
C -4.1843 -1.2285 0.5028
N -3.7984 0.0926 0.0694
C -2.8727 0.8441 0.6965
O -2.2948 0.4592 1.7079
C -2.6302 2.1784 0.0786
C -3.6586 2.8651 -0.5617
C -3.4352 4.0929 -1.1550
C -2.1655 4.6477 -1.1256
C -1.1340 3.9981 -0.4773
C -1.3555 2.7718 0.1465
N -0.3611 2.1011 0.8458
C 0.9773 2.2485 0.7478
O 1.5511 3.1351 0.1509
C 1.7505 1.1523 1.4990
N 2.4986 0.3077 0.5888
C 3.8418 0.5740 0.2690
C 4.4018 1.8412 0.3897
C 5.7385 2.0345 0.0877
C 6.5226 0.9813 -0.3490
C 5.9590 -0.2767 -0.4842
C 4.6292 -0.4862 -0.1701
H 4.1821 -1.4615 -0.2668
H 6.5605 -1.1043 -0.8303
H 7.5629 1.1406 -0.5898
H 6.1636 3.0228 0.1827
H 3.7911 2.6801 0.6823
S 1.6293 -0.6029 -0.4975
O 2.1465 -0.4611 -1.8165
O 0.2366 -0.3340 -0.2818
N 1.9922 -2.1664 0.0230
C 1.6097 -3.1593 -0.9615
H 2.0910 -4.1055 -0.7142
H 0.5246 -3.2981 -1.0020
H 1.9634 -2.8087 -1.9275
C 1.4627 -2.4140 1.3461
H 1.6778 -3.4436 1.6275
H 0.3820 -2.2397 1.3851
H 1.9640 -1.7439 2.0408
H 1.0582 0.5162 2.0546
H 2.4586 1.6142 2.1915
H -0.7255 1.2738 1.3235
H -0.1479 4.4294 -0.4437
H -1.9815 5.6007 -1.5984
H -4.2475 4.6138 -1.6389
H -4.6571 2.4510 -0.5695
H -4.1511 0.4005 -0.8226
H -5.2705 -1.2434 0.6529
H -3.6922 -1.4028 1.4619
H -5.6137 -3.4604 -0.2786
H -4.3101 -3.9501 0.8055
```



2.
A 4-piece molecular cluster, C4H11N3 overall at a distorted geometry, computed with ωB97M-V/def2-TZVPD.

Calculated values
**Lowest unoccupied orbital energy**: 0.028 Eh
**2S+1**: 1
**HOMO**: -9.1177 eV
**Energy above the lowest of the compared OMol25 structures with the same formula, charge and spin**: 4.5521 eV

The geometry in XYZ format:
```
18
C4H11N3 ωB97M-V/def2-TZVPD
C 1.3370 -1.0835 -1.0386
C -0.7354 1.8208 -1.0552
C 0.4938 -0.1121 2.3486
N 0.6209 0.0880 -0.5822
N -0.2391 0.5056 -1.4063
C -0.5628 -0.5033 1.4351
N -1.6057 -0.8831 1.0856
H -1.6740 -0.9835 -1.4883
H -1.8769 -1.1562 -0.6881
H 2.3211 -1.0973 -0.5695
H 0.7879 -1.9769 -0.7278
H 1.4460 -1.1030 -2.1255
H -0.5645 2.1061 -0.0118
H -1.8117 1.8300 -1.2305
H -0.2429 2.5695 -1.6755
H 0.6039 0.9721 2.3403
H 0.2663 -0.4422 3.3628
H 1.4360 -0.5508 2.0268
```



3.
A 7-piece molecular cluster, C28H35N7 overall at a distorted geometry, computed with ωB97M-V/def2-TZVPD.

Calculated values
**Lowest unoccupied orbital energy**: 0.022 Eh
**2S+1**: 1
**HOMO**: -8.0338 eV
**Energy above the lowest of the compared OMol25 structures with the same formula, charge and spin**: 1.2996 eV
**SMILES**: c1cc[nH]c1.c1cc[nH]c1.c1cc[nH]c1.c1cc[nH]c1.c1cc[nH]c1.c1cc[nH]c1.c1cc[nH]c1

The geometry in XYZ format:
```
70
C28H35N7 ωB97M-V/def2-TZVPD
N 1.4814 4.5796 -2.0070
C 0.5574 5.3411 -2.7869
C 0.5814 6.5800 -2.1784
C 1.5521 6.6638 -1.1781
C 2.0384 5.3687 -1.0602
H 1.6473 3.5686 -2.1797
H -0.0740 4.9857 -3.5711
H -0.1202 7.3416 -2.5049
H 1.7562 7.4791 -0.5296
H 2.8081 5.0262 -0.3729
N 1.0653 -5.4892 2.1252
C 1.7781 -4.6635 1.3416
C 1.3366 -3.3585 1.4776
C 0.2007 -3.4141 2.3603
C 0.0574 -4.7119 2.7342
H 1.1896 -6.4604 2.1836
H 2.7348 -4.8872 0.9141
H 1.6956 -2.5137 0.8805
H -0.5645 -2.6648 2.5891
H -0.7249 -5.2289 3.3008
N 2.3054 -0.0234 1.3933
C 2.3170 1.2780 0.9977
C 3.5225 1.5133 0.3669
C 4.2537 0.3110 0.3188
C 3.4682 -0.6058 0.9420
H 1.6289 -0.5297 1.8750
H 1.4611 1.9142 1.2733
H 3.7535 2.4876 -0.0726
H 5.1198 0.0846 -0.2384
H 3.7460 -1.6476 1.0825
N -0.8929 -4.1898 -4.2393
C -0.6549 -4.7728 -3.0023
C 0.6397 -4.4857 -2.6691
C 1.1973 -3.7329 -3.7728
C 0.2123 -3.5145 -4.6898
H -1.7840 -4.2257 -4.7182
H -1.4460 -5.0403 -2.3365
H 1.1981 -4.7073 -1.7943
H 2.1376 -3.2959 -3.9639
H 0.2818 -2.8815 -5.5744
N -2.3036 2.7452 2.7657
C -2.4670 3.6640 1.7498
C -1.3084 4.3415 1.6088
C -0.3327 3.7661 2.5129
C -1.0374 2.7907 3.1972
H -2.9324 2.0108 3.0440
H -3.4524 3.8337 1.4024
H -1.1936 5.1766 1.0096
H 0.7132 4.0363 2.4769
H -0.6244 2.0609 3.9142
N -2.3009 -1.0110 1.3047
C -1.7982 -0.5319 2.4818
C -2.7985 -0.6063 3.4502
C -3.9133 -1.1452 2.7320
C -3.6217 -1.3727 1.4281
H -1.7878 -1.0214 0.4499
H -0.7905 -0.1630 2.5186
H -2.7536 -0.3390 4.5228
H -4.9197 -1.1640 3.1279
H -4.2030 -1.6551 0.5806
N -0.4754 -1.3254 -1.9762
C 0.1251 -0.2152 -1.5017
C -0.7682 0.8313 -1.5557
C -1.9627 0.2894 -2.0626
C -1.7752 -1.0605 -2.2209
H 0.0069 -2.2167 -2.0704
H 1.1361 -0.2256 -1.1717
H -0.6248 1.9114 -1.3703
H -2.8491 0.8762 -2.3397
H -2.4488 -1.7591 -2.7249
```



4.
A 3-piece molecular cluster, C4H14NO2 overall at a distorted geometry, computed with ωB97M-V/def2-TZVPD.

Calculated values
**Lowest unoccupied orbital energy**: -0.109 Eh
**2S+1**: 1
**HOMO**: -13.2878 eV
**Energy above the lowest of the compared OMol25 structures with the same formula, charge and spin**: 1.9788 eV
**Total charge**: +1

The geometry in XYZ format:
```
21
C4H14NO2 ωB97M-V/def2-TZVPD
C 0.9564 -1.3921 -0.6061
C 1.9861 -0.2309 -0.8049
C 1.5037 1.1618 -0.3215
C 2.4063 2.1066 0.1642
N 0.4101 -1.2871 0.8369
H 1.5456 -2.3271 -0.6401
H 0.1163 -1.5311 -1.3679
H 2.2470 -0.3056 -2.0031
H 2.8695 -0.4666 -0.2100
H 0.6388 1.4761 -0.8319
H 2.0181 3.1276 0.3104
H 3.3957 1.8759 0.4849
H -0.4365 -0.6534 0.9588
H 1.1176 -0.9180 1.4906
H -0.0078 -2.1990 1.1689
H -4.8489 -0.5534 -0.4647
H -5.0516 0.8575 -0.3182
O -4.3073 0.2587 -0.2854
H -1.8821 0.9382 0.3917
H -2.8140 -0.1158 1.0648
O -1.8628 0.1777 0.9825
```



5.
C31H33AsBrN3O2Pd as an isolated structure at a distorted geometry, computed with ωB97M-V/def2-TZVPD.

Calculated values
**Lowest unoccupied orbital energy (alpha / beta)**: -0.057 / -0.058 Eh
**2S+1**: 1
**HOMO (alpha / beta)**: -6.9507 / -6.9229 eV
**Energy above the lowest of the compared OMol25 structures with the same formula, charge and spin**: 1.0882 eV

The geometry in XYZ format:
```
72
C31H33AsBrN3O2Pd ωB97M-V/def2-TZVPD
Pd -0.2143 -0.0917 -1.1667
O -3.0484 -2.5505 -0.2377
C -3.9747 -2.1435 0.6532
C -5.0718 -2.9496 0.9433
C -6.0693 -2.4893 1.7806
C -5.9757 -1.2364 2.3647
C -4.8663 -0.4444 2.1132
C -3.8604 -0.8898 1.2728
C -2.6373 -0.0526 0.9151
O -2.3693 -0.1137 -0.3832
N -1.5105 -0.6077 1.7495
N -0.2744 -0.5267 1.3371
C 0.7253 -0.7158 2.1271
C 2.0956 -0.6516 1.7079
Br 2.4201 -0.4337 -0.1916
C 3.1378 -0.6687 2.5550
C 4.5490 -0.5327 2.2071
C 5.3022 0.4349 2.8704
C 6.6361 0.6200 2.5672
C 7.2465 -0.1769 1.6132
C 6.5162 -1.1652 0.9748
C 5.1757 -1.3425 1.2619
H -2.5964 -1.6812 -0.5090
H -5.1330 -3.9202 0.4748
H -6.9380 -3.1078 1.9584
H -6.7687 -0.8733 3.0029
H -4.7918 0.5398 2.5565
H -2.7697 0.9931 1.2790
H -1.7110 -0.7329 2.7408
H 0.5567 -0.9047 3.1922
H 2.9149 -0.7193 3.6156
H 4.8200 1.0566 3.6113
H 7.1972 1.3859 3.0830
H 8.2870 -0.0237 1.3689
H 6.9954 -1.8029 0.2472
H 4.6286 -2.1294 0.7652
C -3.8780 3.3484 -2.7382
C -3.4720 2.0501 -3.0223
C -2.2169 1.6203 -2.6661
C -1.3367 2.4710 -1.9600
C -1.7447 3.8045 -1.7350
C -2.9994 4.2235 -2.1139
N -0.2081 1.9589 -1.4274
C 0.7772 2.7511 -0.8900
C 1.4099 3.7484 -1.6444
C 2.3896 4.5329 -1.0748
C 2.7675 4.3434 0.2462
C 2.1690 3.3372 0.9919
C 1.1801 2.5513 0.4384
H -4.8736 3.6728 -2.9956
H -4.1521 1.3730 -3.5189
H -1.8939 0.6018 -2.8976
H -1.0822 4.4751 -1.2079
H -3.3067 5.2393 -1.9057
H 1.1182 3.8747 -2.6770
H 2.8680 5.2972 -1.6677
H 3.5132 4.9831 0.6974
H 2.4768 3.1656 2.0139
H 0.6637 1.7997 1.0280
C -1.3905 -3.5560 -2.8860
As -0.1255 -2.4468 -1.8534
C 1.5442 -2.9878 -2.7563
C 0.0833 -3.5951 -0.2788
H -0.9628 -4.5516 -3.0167
H -1.5933 -3.1143 -3.8628
H -2.3338 -3.6400 -2.3507
H 1.4150 -3.9246 -3.2957
H 2.3228 -3.1221 -2.0074
H 1.8790 -2.2254 -3.4567
H 0.4222 -4.5933 -0.5615
H -0.8717 -3.6686 0.2403
H 0.8208 -3.1521 0.3910
```



6.
A 3-piece molecular cluster, C22H41F4NO9 overall at a distorted geometry, computed with ωB97M-V/def2-TZVPD.

Calculated values
**Lowest unoccupied orbital energy**: 0.017 Eh
**2S+1**: 1
**HOMO**: -9.9714 eV
**SMILES**: COCCCCCCCCCCN(C(=O)O)C(F)(F)C(F)F.CCOC(=O)OC.CCOC(=O)OC

The geometry in XYZ format:
```
77
C22H41F4NO9 ωB97M-V/def2-TZVPD
C 7.9128 -1.5897 0.0442
O 6.7802 -0.8473 0.4491
C 5.5925 -1.4101 -0.0507
C 4.5312 -0.3433 -0.2811
C 3.2068 -1.0543 -0.5706
C 2.2922 -0.2773 -1.5068
C 1.7724 1.0468 -0.9654
C 0.6926 0.9970 0.1571
C 0.1968 -0.3797 0.5971
C -1.1557 -0.2631 1.3194
C -1.6621 -1.6439 1.7226
C -2.1142 -2.5800 0.5761
N -2.4254 -1.8798 -0.6769
C -3.7365 -1.2687 -0.6245
O -4.7353 -1.7995 -0.1658
O -3.7658 -0.0138 -1.1005
C -2.3090 -2.7204 -1.8285
F -3.0963 -3.8220 -1.7245
F -2.7549 -2.0320 -2.9155
C -0.8359 -3.1554 -2.0940
F -0.3498 -2.5151 -3.1837
F -0.8086 -4.4975 -2.3387
H 8.7885 -1.1091 0.4634
H 7.8387 -2.6263 0.3673
H 8.0109 -1.5664 -1.0422
H 5.1867 -2.1828 0.6096
H 5.7557 -1.9107 -1.0103
H 4.4641 0.2005 0.6574
H 4.8645 0.2968 -1.0915
H 2.7421 -1.3042 0.3788
H 3.4326 -2.0104 -1.0477
H 1.4876 -0.9082 -1.8755
H 2.8861 -0.0413 -2.3905
H 1.3199 1.5644 -1.8094
H 2.5923 1.6834 -0.6470
H 1.1009 1.5039 1.0264
H -0.1706 1.5735 -0.1699
H 0.0552 -1.0662 -0.2288
H 0.8842 -0.7675 1.3428
H -1.8616 0.2831 0.7043
H -0.9710 0.2804 2.2429
H -0.8347 -2.1475 2.2182
H -2.4444 -1.5762 2.4724
H -2.9786 -3.1435 0.9147
H -1.3388 -3.3182 0.4119
H -2.8770 0.2456 -1.3637
H -0.1806 -2.9775 -1.2451
C 4.0188 6.1373 -3.5812
C 3.7178 6.2828 -2.1051
O 4.2057 5.1625 -1.3533
C 5.5106 5.1805 -1.0875
O 6.2859 6.0446 -1.3971
O 5.8076 4.0686 -0.4179
C 7.1973 3.9162 -0.1194
H 3.6387 5.1857 -3.9547
H 3.5555 6.9472 -4.1443
H 5.0923 6.1602 -3.7646
H 2.6423 6.2961 -1.9389
H 4.1272 7.2088 -1.7027
H 7.5935 4.7953 0.3832
H 7.7567 3.7231 -1.0335
H 7.2880 3.0563 0.5380
C -6.5425 -1.0008 1.9426
C -7.6629 -1.6783 1.1899
O -8.3818 -2.6029 2.0255
C -9.2715 -2.0593 2.8471
O -9.5448 -0.8919 2.9351
O -9.8250 -3.0406 3.5633
C -10.7696 -2.5942 4.5362
H -5.8886 -1.7439 2.4008
H -5.9587 -0.3811 1.2728
H -6.9346 -0.3702 2.7422
H -7.2571 -2.2741 0.3768
H -8.3518 -0.9525 0.7589
H -11.5258 -1.9568 4.0837
H -10.2618 -2.0598 5.3379
H -11.2421 -3.4850 4.9396
```



7.
A 5-piece molecular cluster, C29H65N3O5 overall at a distorted geometry, computed with ωB97M-V/def2-TZVPD.

Calculated values
**Lowest unoccupied orbital energy**: 0.022 Eh
**2S+1**: 1
**HOMO**: -8.1845 eV
**Energy above the lowest of the compared OMol25 structures with the same formula, charge and spin**: 1.4790 eV
**SMILES**: CC1(C)CCCC(C)(C)N1O.CC1(C)CCCC(C)(C)N1O.CC1(C)CCCC(C)(C)N1O.CCO.O

The geometry in XYZ format:
```
102
C29H65N3O5 ωB97M-V/def2-TZVPD
C 13.9957 -17.0416 -12.9282
C 14.7672 -17.3213 -11.6165
O 14.9750 -18.7082 -11.4923
H 13.9135 -15.9645 -13.0740
H 13.0153 -17.5158 -12.9734
H 14.5769 -17.4092 -13.7739
H 14.1870 -16.9021 -10.7945
H 15.7299 -16.8107 -11.5915
H 15.5305 -18.9935 -12.2214
C 10.5285 -16.3779 -16.9813
C 11.7354 -15.3983 -17.1900
C 12.9699 -16.1520 -17.6957
C 12.8843 -16.6597 -19.1530
C 12.8301 -15.4231 -20.0781
C 11.7337 -14.4187 -19.6829
N 11.5106 -14.2915 -18.1571
O 10.4942 -13.4353 -17.7396
C 12.0736 -13.1282 -20.3973
C 10.4807 -14.9031 -20.4402
C 12.1751 -14.7705 -15.8480
H 10.0224 -16.6858 -17.8963
H 9.7764 -15.8519 -16.3933
H 10.8035 -17.3337 -16.5354
H 13.7773 -15.4222 -17.7541
H 13.2380 -16.8678 -16.9186
H 11.9183 -17.1616 -19.2086
H 13.7075 -17.3365 -19.3815
H 12.6541 -15.8235 -21.0765
H 13.7954 -14.9198 -20.0246
H 11.2983 -12.3812 -20.2270
H 13.0225 -12.7652 -20.0023
H 12.2302 -13.3578 -21.4513
H 9.5638 -14.4391 -20.0767
H 10.4631 -14.8001 -21.5252
H 10.2178 -15.9298 -20.1856
H 13.0724 -14.1684 -15.9911
H 12.3712 -15.4759 -15.0405
H 11.4141 -14.1252 -15.4091
H 11.0357 -12.7330 -17.3718
C 16.5357 -17.2225 -5.2277
C 15.5382 -16.3343 -5.9563
C 15.0081 -15.4635 -4.8801
C 14.2032 -14.2799 -5.4661
C 15.1769 -13.3777 -6.2822
C 15.7114 -14.2374 -7.4231
N 16.3078 -15.5374 -6.9414
O 16.9301 -16.2963 -7.9141
C 14.7447 -14.3800 -8.6480
C 16.9857 -13.4708 -7.9391
C 14.4762 -17.2270 -6.6341
H 17.2969 -16.6663 -4.6805
H 17.1133 -17.8252 -5.9287
H 15.9690 -17.7934 -4.4923
H 14.4272 -15.8562 -4.0456
H 15.8570 -15.0184 -4.3610
H 13.7568 -13.7438 -4.6287
H 13.2716 -14.4504 -6.0057
H 15.9781 -13.1654 -5.5743
H 14.6983 -12.4245 -6.5067
H 15.0713 -14.9446 -9.5213
H 13.8486 -14.9733 -8.4656
H 14.4015 -13.3857 -8.9337
H 16.7910 -12.3994 -7.8920
H 17.9321 -13.8393 -7.5435
H 17.0099 -13.6075 -9.0202
H 14.3476 -18.1812 -6.1233
H 14.7241 -17.5700 -7.6386
H 13.5899 -16.5926 -6.6461
H 17.8199 -16.3849 -7.5650
C 12.0274 -22.6358 -15.6825
C 11.5724 -21.0999 -15.9414
C 11.2882 -20.9013 -17.4629
C 9.8595 -21.3046 -17.9431
C 8.7777 -20.6834 -17.0369
C 9.0920 -21.1730 -15.6156
N 10.4104 -20.6660 -15.1730
O 10.6122 -20.8140 -13.8588
C 8.1585 -20.3861 -14.7276
C 8.7875 -22.7633 -15.4079
C 12.6883 -20.1651 -15.5922
H 12.1752 -22.8828 -14.6312
H 13.0202 -22.8549 -16.0755
H 11.3909 -23.4458 -16.0388
H 11.4497 -19.8713 -17.7807
H 11.9306 -21.5136 -18.0958
H 9.8490 -22.3904 -17.8474
H 9.6065 -21.1166 -18.9866
H 7.8373 -21.1351 -17.3526
H 8.9231 -19.6184 -17.2178
H 7.1254 -20.2784 -15.0582
H 8.2295 -20.8528 -13.7451
H 8.4505 -19.3668 -14.4747
H 7.7397 -23.0637 -15.4142
H 9.1577 -23.3824 -16.2250
H 9.3023 -23.0303 -14.4850
H 12.4942 -19.2341 -16.1246
H 13.5893 -20.6774 -15.9298
H 12.6109 -19.7881 -14.5724
H 10.3213 -19.9937 -13.4538
O 11.6519 -19.2676 -11.6010
H 11.7102 -20.0985 -12.0726
H 12.5322 -19.1276 -11.2520
```



8.
A single C19H37N3 molecule, computed with ωB97M-V/def2-TZVPD.

Calculated values
**Lowest unoccupied orbital energy**: 0.031 Eh
**2S+1**: 1
**HOMO**: -7.9618 eV
**Energy above the lowest of the compared OMol25 structures with the same formula, charge and spin**: 0.1617 eV
**SMILES**: CC(C)=CCC/C(C)=C/CC[C@H](C)NCCN1CCNCC1

The geometry in XYZ format:
```
59
C19H37N3 ωB97M-V/def2-TZVPD
C 1.7330 -7.4768 0.3346
C 1.0478 -6.1417 0.3827
C 1.7400 -5.0147 0.4976
C 1.1950 -3.6202 0.5336
H 1.8464 -2.9969 1.1499
H 0.1983 -3.5946 0.9763
C 1.1186 -3.0253 -0.8858
C 0.5881 -1.6183 -0.8565
C -0.6911 -1.3664 -1.1137
C -1.3317 -0.0137 -1.1278
H -0.8286 0.6477 -0.4217
H -2.3771 -0.0996 -0.8200
C -1.2759 0.6164 -2.5273
H -1.9900 0.1121 -3.1807
H -0.2803 0.4769 -2.9531
C -1.5815 2.1157 -2.4927
N -0.4367 2.8482 -1.9599
H 0.1760 2.2239 -1.4470
C -0.7417 3.9767 -1.1117
H -1.5449 4.5595 -1.5694
C -1.1643 3.6067 0.3249
N -0.2150 2.6891 0.9369
C 1.0636 3.2864 1.3036
H 1.4312 3.8863 0.4713
C 0.9898 4.1343 2.5839
N 0.4436 3.3917 3.7098
H 1.0887 2.6453 3.9594
C -0.8400 2.8072 3.3526
H -1.1919 2.1981 4.1878
H -1.5466 3.6294 3.2044
C -0.7528 1.9563 2.0762
H -1.7363 1.5604 1.8140
H -0.0829 1.1065 2.2606
H 1.9850 4.4948 2.8521
H 0.3448 5.0030 2.4215
H 1.7684 2.4607 1.4638
H -1.3104 4.5354 0.8978
H -2.1258 3.0875 0.2829
H 0.1485 4.6129 -1.0807
C -1.8747 2.6417 -3.9009
H -2.0346 3.7163 -3.8730
H -1.0275 2.4396 -4.5503
H -2.7617 2.1667 -4.3128
H -2.4801 2.2723 -1.8722
H -1.3400 -2.1913 -1.3796
C 1.5917 -0.5558 -0.5115
H 1.9918 -0.1101 -1.4231
H 1.1472 0.2411 0.0799
H 2.4241 -0.9810 0.0446
H 2.1167 -3.0373 -1.3300
H 0.4702 -3.6605 -1.4915
H 2.8208 -5.0775 0.5314
C -0.4464 -6.2240 0.2877
H -0.9192 -5.2522 0.3823
H -0.7304 -6.6511 -0.6744
H -0.8352 -6.8806 1.0660
H 2.8132 -7.3696 0.3888
H 1.4031 -8.1007 1.1653
H 1.4803 -7.9976 -0.5888
```